[1]
Below is the molecule C23H30F3N3O2, with properties calculated with ωB97M-V/def2-TZVPD.

Output
HOMO energy in Eh: -0.31185
SMILES string: CN(C1CCCC1)C1CCN(C(=O)CNC(=O)/C=C/c2cccc(C(F)(F)F)c2)CC1
Energy relative to the best compared isomer or geometry (same formula, charge and spin) in kcal/mol: 0.0
Gap between HOMO and LUMO in eV: 8.46

```
61
Properties=species:S:1:pos:R:3:forces:R:3:mulliken_charge:R:1
C 3.571 -4.558 0.428 -0.061 0.118 -0.149 -1.295
N 3.102 -3.336 1.062 -0.204 0.175 -0.027 0.104
C 3.827 -2.994 2.275 0.082 0.057 0.071 -0.172
C 3.927 -4.111 3.352 -0.017 0.024 -0.030 -0.801
C 5.419 -4.394 3.530 0.006 0.054 0.160 -0.693
C 6.086 -3.068 3.177 0.054 -0.065 -0.130 -0.607
C 5.283 -2.576 1.975 -0.058 0.073 0.215 -0.955
C 1.642 -3.309 1.130 0.029 0.247 -0.226 0.390
C 1.087 -2.079 1.859 -0.113 -0.313 0.067 -0.634
C -0.442 -2.035 1.775 0.251 0.195 0.260 -1.361
N -0.883 -2.031 0.403 0.079 -0.330 -0.008 0.176
C -1.498 -1.032 -0.250 -0.224 0.280 0.246 1.194
O -1.789 -1.097 -1.433 -0.055 0.037 -0.331 -0.730
C -1.876 0.208 0.559 -0.057 0.195 -0.011 -1.020
N -2.494 1.148 -0.337 0.009 -0.404 -0.214 -0.080
C -2.445 2.482 -0.119 -0.071 -0.119 0.114 0.468
O -1.985 2.958 0.905 0.120 0.117 0.189 -0.709
C -3.030 3.293 -1.210 0.012 0.561 -0.016 -0.672
C -3.051 4.626 -1.111 0.191 -0.671 0.273 -0.249
C -3.580 5.576 -2.073 -0.228 0.408 -0.378 1.250
C -3.413 6.943 -1.838 -0.002 -0.299 0.005 -0.776
C -3.898 7.886 -2.724 -0.103 0.098 -0.153 -0.584
C -4.568 7.488 -3.868 0.045 -0.140 0.072 -0.782
C -4.741 6.130 -4.109 0.011 -0.080 -0.063 0.026
C -5.497 5.709 -5.337 -0.264 -0.070 -0.257 0.867
F -5.334 4.415 -5.646 0.158 -0.176 0.155 -0.274
F -6.826 5.898 -5.201 -0.060 0.084 0.169 -0.252
F -5.136 6.409 -6.427 0.166 0.183 0.015 -0.264
C -4.259 5.179 -3.226 0.000 0.201 -0.019 -0.450
C -0.437 -3.203 -0.321 0.110 -0.122 -0.443 -1.243
C 1.086 -3.293 -0.304 -0.234 -0.187 0.309 -0.540
H 3.587 -4.431 -0.655 0.028 -0.166 -0.017 0.299
H 4.581 -4.786 0.751 0.067 -0.053 -0.025 0.492
H 2.937 -5.424 0.667 0.019 -0.035 0.025 0.373
H 3.332 -2.127 2.709 0.026 -0.057 -0.020 0.523
H 3.499 -3.758 4.291 -0.043 -0.038 0.045 0.313
H 3.377 -5.002 3.053 -0.115 -0.045 0.032 0.283
H 5.747 -5.169 2.834 0.027 -0.050 -0.017 0.273
H 5.659 -4.726 4.540 0.051 -0.102 -0.010 0.379
H 5.980 -2.369 4.008 0.043 0.043 0.064 0.277
H 7.146 -3.177 2.953 0.061 0.065 0.064 0.385
H 5.637 -3.052 1.063 0.011 -0.026 -0.067 0.400
H 5.361 -1.500 1.836 -0.007 0.038 -0.109 0.342
H 1.255 -4.214 1.645 0.010 0.044 -0.034 0.019
H 1.506 -1.179 1.408 0.052 0.101 0.025 0.210
H 1.348 -2.101 2.916 0.057 0.061 0.029 0.523
H -0.814 -1.160 2.304 -0.045 -0.061 -0.005 0.556
H -0.853 -2.930 2.260 -0.031 0.114 0.037 0.232
H -2.576 -0.069 1.359 0.212 -0.012 0.021 0.251
H -0.997 0.678 1.014 -0.104 -0.124 0.046 0.418
H -2.714 0.756 -1.246 0.033 0.175 0.080 0.298
H -3.421 2.757 -2.061 -0.088 0.011 -0.174 0.165
H -2.619 5.051 -0.213 0.044 -0.041 0.092 0.397
H -2.892 7.262 -0.948 0.057 0.014 0.099 0.397
H -3.757 8.938 -2.526 0.023 0.090 0.029 0.406
H -4.952 8.213 -4.568 -0.023 0.075 -0.056 0.409
H -4.413 4.133 -3.437 -0.017 -0.089 -0.034 0.452
H -0.871 -4.092 0.151 -0.023 0.020 -0.041 0.411
H -0.806 -3.125 -1.344 0.007 -0.092 0.170 0.441
H 1.511 -2.435 -0.826 0.052 0.037 -0.051 0.227
H 1.377 -4.196 -0.838 0.048 -0.030 -0.063 0.518
```
Forces are in eV/Å.

***

[2]
Below is C8H18AlClIO2PS as an isolated structure at a distorted geometry, with properties calculated with ωB97M-V/def2-TZVPD.

Output
HOMO energy in Eh: -0.56342
Energy relative to the best compared isomer or geometry (same formula, charge and spin) in kcal/mol: 0.0
Charge: +2
Gap between HOMO and LUMO in eV: 7.01

```
33
Properties=species:S:1:pos:R:3:forces:R:3:mulliken_charge:R:1
C -3.707 2.331 -4.400 -0.012 -0.193 0.314 -0.853
C -3.569 1.113 -3.484 -2.353 -3.782 -1.076 0.528
H -4.551 2.069 -5.068 0.476 0.170 0.363 0.322
H -2.792 2.491 -5.004 -0.378 -0.178 0.500 0.300
H -3.943 3.248 -3.829 0.222 -0.520 -0.177 0.330
O -4.123 0.040 -3.553 1.720 3.755 -0.050 -0.355
I -2.221 1.165 -1.664 0.304 0.620 0.203 -0.071
Al -0.103 0.352 0.814 0.034 1.384 1.290 0.322
P 1.417 -0.985 -0.398 1.510 -1.338 -2.037 0.935
C 1.504 -2.805 -0.124 -0.238 -0.046 0.793 -1.179
C 0.890 -0.856 -2.145 -0.211 0.460 0.092 -1.261
H 3.273 0.531 -0.497 0.226 -0.074 -0.087 0.404
H 3.660 -0.981 -1.380 -0.450 0.096 0.388 0.444
H 3.704 -0.934 0.411 -0.093 0.089 -0.149 0.395
C 3.183 -0.558 -0.477 0.140 0.587 0.432 -1.216
H 0.615 0.191 -2.329 0.119 -0.307 -0.233 0.328
H 1.707 -1.152 -2.821 -0.271 -0.011 0.346 0.433
H 2.201 -3.290 -0.850 -0.522 0.662 0.380 0.397
H 0.508 -3.259 -0.219 0.318 0.011 -0.003 0.402
H 0.003 -1.475 -2.317 0.151 0.112 -0.043 0.372
H 1.882 -2.990 0.901 -0.198 -0.029 -0.523 0.401
C -1.488 -1.303 0.673 -4.595 -3.192 0.793 0.419
O -2.329 -2.095 0.757 4.018 3.455 -0.551 -0.098
Cl -0.568 2.463 1.040 0.482 -1.587 -0.178 -0.205
C 1.894 0.741 3.797 0.073 0.226 0.076 -0.928
S 0.448 -0.184 3.200 -0.145 0.026 0.102 0.158
C -0.821 0.711 4.165 -0.630 -0.306 -0.069 -0.825
H 2.732 0.564 3.144 0.320 -0.121 -0.173 0.339
H 2.146 0.419 4.823 -0.315 -0.051 -0.523 0.393
H 1.637 1.797 3.788 0.093 0.020 -0.034 0.353
H -1.410 -0.034 4.720 0.185 0.348 -0.261 0.351
H -0.341 1.399 4.868 0.016 -0.242 -0.254 0.385
H -1.440 1.275 3.461 0.003 -0.044 0.349 0.281
```
Forces are in eV/Å.

***

[3]
Below is C16H26Cl2F3I2N3O7P as an isolated structure at a distorted geometry, with properties calculated with ωB97M-V/def2-TZVPD.

Output
HOMO energy in Eh: -0.07677
Charge: -1
Gap between HOMO and LUMO in eV: 4.15

```
60
Properties=species:S:1:pos:R:3:forces:R:3:mulliken_charge:R:1
C -5.255 -1.817 -1.293 -0.421 0.610 0.084 -1.310
C -4.158 -0.775 -0.981 -0.335 -1.349 0.038 -0.383
C -2.777 -1.419 -1.056 0.804 0.852 0.590 0.257
F -2.419 -1.756 0.250 -0.192 -0.320 0.139 -0.318
C -1.668 -0.459 -1.617 -1.521 -0.469 0.042 -0.944
O -0.747 -0.210 -0.604 0.652 -0.007 0.950 0.032
C 0.481 0.343 -0.974 0.534 1.110 -2.732 1.854
C 0.255 1.538 -1.954 -0.595 0.968 0.248 -2.455
N -0.763 2.509 -1.496 0.303 -0.028 -0.347 -0.257
C 1.260 -0.651 -1.908 0.041 -0.216 0.580 -1.103
Cl 2.166 -0.065 -3.283 -0.036 0.174 0.237 -0.134
C 1.274 -1.977 -1.816 0.420 -0.417 -0.019 0.861
C 2.025 -2.869 -2.772 -0.957 -0.272 0.304 -1.607
Cl 0.444 -2.844 -0.565 -0.141 -0.066 -0.094 -0.196
C 1.312 0.774 0.293 0.678 -1.865 1.051 -0.135
C 2.054 -0.433 0.971 -0.579 1.019 0.616 -1.321
C 1.255 -1.168 2.066 2.254 -1.800 0.154 0.076
C 1.948 -2.573 2.252 -0.486 0.333 -0.775 -1.565
O 1.393 -0.542 3.338 -1.128 0.690 0.003 -0.515
O 0.567 1.254 1.402 -0.061 0.434 -0.808 0.247
C -0.615 1.953 1.390 -0.578 -0.023 1.622 -0.799
I -0.495 4.146 1.425 0.187 -0.145 -0.015 0.086
P -1.485 1.559 2.973 -1.494 0.934 -0.525 1.390
N -2.896 2.194 3.062 0.138 0.201 -0.226 -1.015
O -0.536 1.947 4.197 -0.002 -0.654 -0.207 -0.458
O -1.664 -0.031 2.988 1.248 -0.396 0.299 -0.576
N 2.328 1.805 -0.022 -1.143 -0.130 0.817 0.730
C 3.439 1.473 -0.822 0.158 1.386 -2.384 -0.064
O 4.338 0.752 -0.635 -0.901 -1.204 1.850 -0.392
F 3.467 2.290 -1.967 -5.966 0.018 4.220 -0.194
C 2.723 2.687 1.007 0.126 0.640 -0.258 0.712
O 2.878 3.827 0.797 0.282 1.352 -0.252 -0.499
F 3.040 2.234 2.223 -0.350 -1.104 -0.041 -0.233
H -5.671 -1.677 -2.287 0.130 -0.240 -0.205 0.303
H -6.095 -1.706 -0.609 -0.079 0.054 0.055 0.358
H -4.900 -2.835 -1.165 0.124 -0.102 -0.118 0.365
H -4.230 0.101 -1.616 -0.071 0.096 -0.068 0.453
H -4.311 -0.495 0.057 0.316 0.461 0.045 0.214
H -2.774 -2.365 -1.592 -0.097 0.011 -0.280 0.498
H -1.280 -0.929 -2.522 0.545 0.123 0.045 0.266
H -2.197 0.456 -1.887 0.300 0.230 -0.186 0.270
H 1.178 2.066 -2.153 0.235 -0.190 0.100 0.831
H -0.067 1.180 -2.926 -0.017 -0.443 0.058 0.640
H -0.273 3.371 -1.290 -0.047 0.093 0.363 0.218
H -1.316 2.762 -2.304 -0.246 -0.083 -0.023 0.272
H 3.048 -2.545 -2.911 0.116 0.058 -0.157 0.415
H 1.977 -3.891 -2.414 0.219 -0.074 0.132 0.453
H 1.462 -2.861 -3.705 0.349 0.102 -0.350 0.335
H 2.864 0.044 1.520 0.152 -0.087 0.004 0.795
H 2.556 -1.077 0.265 -0.294 -0.135 -0.279 0.593
H 0.216 -1.340 1.827 -0.260 0.498 0.186 0.265
H 2.741 -2.735 1.525 0.037 -0.049 -0.099 0.320
H 1.200 -3.341 2.080 0.134 -0.347 0.343 0.288
H 2.403 -2.651 3.233 -0.228 -0.123 0.228 0.462
H 2.320 -0.560 3.579 0.196 0.045 -0.070 0.459
H -1.373 1.754 0.643 0.502 -0.168 -0.611 0.163
H -3.076 2.756 2.240 -0.385 0.205 0.160 0.266
H -0.590 1.216 4.823 0.526 -0.008 0.239 0.289
H -2.444 -0.266 3.499 -0.330 0.084 -0.190 0.347
I 5.462 1.875 -2.780 7.234 -0.270 -4.479 -0.911
```
Forces are in eV/Å.

***

[4]
Below is C8H14Br2MgN2 as an isolated structure at a distorted geometry, with properties calculated with ωB97M-V/def2-TZVPD.

Output
HOMO energy in Eh: -0.33121
Energy relative to the best compared isomer or geometry (same formula, charge and spin) in kcal/mol: 119.2
Gap between HOMO and LUMO in eV: 6.68

```
27
Properties=species:S:1:pos:R:3:forces:R:3:mulliken_charge:R:1
Mg 31.548 10.260 6.973 -0.183 1.917 0.970 1.155
Br 28.739 11.576 7.308 1.970 -1.082 -0.311 -0.594
Br 34.149 11.551 7.989 -1.857 -1.106 -0.817 -0.586
C 29.320 3.233 11.451 0.057 0.674 1.184 -1.225
C 29.827 4.553 10.873 -1.053 0.186 0.171 -0.523
C 30.499 4.391 9.541 0.032 0.541 0.122 -0.304
C 30.685 5.757 8.987 0.491 -1.341 -0.750 0.101
N 30.928 6.760 8.490 -0.120 0.513 0.032 -0.328
H 28.944 3.489 12.441 -0.048 -0.257 0.205 0.338
H 30.056 2.443 11.603 0.108 0.069 -0.299 0.340
H 28.443 2.860 10.922 0.261 -0.055 -0.338 0.338
H 30.446 5.223 11.470 0.265 -0.697 0.659 0.392
H 28.936 5.172 10.762 -0.190 0.037 -0.315 0.319
H 29.901 3.717 8.929 0.070 0.411 -0.477 0.299
H 31.460 3.907 9.716 0.194 0.184 -0.345 0.265
C 30.205 9.842 -0.596 -0.048 -0.082 -0.281 -1.217
C 30.360 8.443 0.151 -1.055 1.933 -2.133 -0.444
C 31.680 8.358 0.872 -0.772 0.012 0.463 -0.358
C 31.637 9.092 2.161 0.426 -1.794 -3.164 0.120
N 31.667 9.590 3.170 -0.078 1.391 2.929 -0.290
H 30.747 9.922 -1.538 0.505 -0.893 -0.123 0.371
H 30.598 10.745 -0.128 -0.328 -0.204 0.921 0.327
H 29.205 10.060 -0.971 -0.312 -0.161 0.625 0.342
H 30.311 7.750 -0.690 0.409 -0.403 0.200 0.275
H 29.483 8.180 0.742 0.191 0.362 0.355 0.373
H 32.426 8.794 0.207 0.350 -0.297 0.334 0.265
H 31.819 7.296 1.074 0.714 0.141 0.183 0.251
```
Forces are in eV/Å.

***

[5]
Below is a 20-piece molecular cluster, H40O20 overall at a distorted geometry, with properties calculated with ωB97M-V/def2-TZVPD.

Output
HOMO energy in Eh: -0.38099
Energy relative to the best compared isomer or geometry (same formula, charge and spin) in kcal/mol: 136.0
Gap between HOMO and LUMO in eV: 10.08

```
60
Properties=species:S:1:pos:R:3:forces:R:3:mulliken_charge:R:1
O 1.167 -2.459 -0.412 -3.168 -1.052 -0.045 -0.597
H 0.257 -2.523 0.081 2.682 0.198 -1.178 0.169
H 0.911 -3.007 -1.232 0.658 0.859 0.872 0.356
O 2.749 1.735 1.826 -2.004 0.705 2.089 -0.635
H 1.944 2.068 1.389 0.087 -0.155 0.631 0.162
H 3.219 1.642 1.043 1.917 -0.496 -2.164 0.344
O 3.309 3.076 -0.809 7.416 0.592 10.397 -0.520
H 4.237 2.883 -0.931 -0.379 0.013 -0.959 0.292
H 2.763 3.053 -1.422 -6.954 -0.460 -9.601 0.229
O 0.156 -4.310 -2.219 -1.183 -1.134 4.179 -0.643
H -0.119 -4.244 -3.090 -0.769 0.563 -2.756 0.277
H -0.709 -4.453 -1.695 1.969 0.262 -1.116 0.331
O 0.185 -0.662 2.421 -1.189 -1.152 1.652 -0.653
H -0.307 -0.922 3.278 1.232 0.930 -1.848 0.238
H 1.066 -0.321 2.626 -0.001 0.103 0.195 0.322
O -2.457 -0.241 3.586 0.405 -1.400 -0.960 -0.607
H -2.801 0.576 3.881 -0.641 1.338 0.649 0.274
H -2.932 -0.413 2.756 0.186 -0.017 0.293 0.323
O -2.079 -1.579 -0.228 -0.517 1.288 -0.537 -0.532
H -2.049 -2.514 -0.388 0.145 -1.025 0.340 0.230
H -1.393 -1.333 0.381 0.426 -0.267 0.661 0.239
O -0.340 2.656 -1.860 -8.109 3.129 -2.205 -0.758
H -1.143 3.015 -1.206 3.669 -0.988 -1.697 0.326
H 0.369 2.405 -1.429 5.158 -1.680 3.948 0.094
O -0.850 1.196 0.766 -0.498 -1.763 1.739 0.275
H -0.479 0.968 -0.076 0.587 0.134 -0.950 0.012
H -0.714 0.352 1.295 0.119 1.515 -0.316 0.032
O -0.766 1.400 -4.213 -3.239 -2.276 -1.683 -0.657
H -0.793 1.740 -3.321 0.045 0.523 1.105 0.526
H -1.721 0.958 -4.324 3.247 1.614 0.406 0.316
O 0.238 5.552 1.739 0.734 -1.079 1.353 -0.683
H 0.988 4.946 1.474 -1.251 0.987 0.574 0.333
H 0.051 5.324 2.704 0.527 0.231 -1.970 0.319
O -0.458 3.061 3.032 -4.325 -0.603 3.390 -0.587
H -0.138 2.383 2.507 1.671 -2.040 -2.072 0.126
H -1.274 2.487 3.423 2.726 2.452 -1.011 0.380
O -1.728 -4.259 0.580 -2.142 1.779 -2.534 -0.566
H -2.443 -4.812 0.854 -0.671 -0.477 0.213 0.239
H -0.979 -4.574 1.017 2.285 -1.060 1.684 0.410
O 1.634 0.589 -0.277 1.268 -0.254 -3.150 0.030
H 2.001 0.700 -1.210 -1.128 1.015 1.045 0.150
H 2.051 -0.276 -0.297 -0.434 -1.241 1.362 0.101
O 2.148 0.694 -4.595 -1.823 0.815 0.026 -0.601
H 2.879 0.823 -5.184 0.483 0.192 -0.573 0.271
H 1.376 1.226 -4.961 1.222 -1.030 0.751 0.322
O -2.517 0.849 -1.644 -0.519 1.644 1.526 -0.663
H -2.643 1.536 -0.900 0.287 -1.815 -1.750 0.337
H -2.131 0.079 -1.202 -0.475 0.030 -0.032 0.323
O -1.485 3.634 0.382 -1.270 -3.247 -2.279 -0.727
H -1.353 4.366 0.887 0.849 3.625 2.118 0.336
H -1.308 2.873 0.952 -0.059 0.115 -0.249 0.291
O -0.425 -1.666 -2.707 0.261 -0.488 -1.818 -0.573
H -0.614 -1.425 -1.805 -0.284 0.977 -0.148 0.417
H -0.505 -0.973 -3.402 -0.017 -0.062 1.516 0.280
O 0.008 -5.107 2.180 -3.227 -3.083 -2.169 -0.667
H 0.804 -5.365 1.796 2.319 -0.161 -0.358 0.304
H 0.092 -4.544 2.872 1.224 2.543 2.920 0.287
O 1.758 -3.152 2.082 0.787 -0.718 1.727 -0.673
H 1.133 -2.449 1.998 -0.480 0.870 -0.235 0.326
H 2.159 -3.261 1.233 0.164 0.183 -1.000 0.392
```
Forces are in eV/Å.

***

| no. | LUMO energy (eV) | DFT total energy (eV) |
| --- | --- | --- |
| 1 | -0.022 | -41057.1143 |
| 2 | -8.318 | -60013.5441 |
| 3 | 2.062 | -94501.5114 |
| 4 | -2.331 | -157032.6861 |
| 5 | -0.284 | -41597.1291 |